[1]
The following is a DFT calculation (ωB97M-V/def2-TZVPD) of a molecular structure, C40H94N6O7.

Summary:
Energy above the lowest of the compared OMol25 structures with the same formula, charge and spin   932.5 kcal per mole
Total charge   0
2S+1   1

Cartesian coordinates (Å):
C1 -4.0559 -4.0580 -3.7444
C2 -3.7955 -3.3885 -2.4310
C3 -2.2295 -3.4990 -2.3484
C4 -1.7604 -2.5054 -1.3036
C5 -2.0478 -1.0720 -1.6335
C6 -3.5689 -0.8743 -1.5713
N1 -4.1899 -1.9614 -2.3428
O1 -5.5981 -1.7577 -2.5063
C7 -3.9729 -0.6426 -0.1911
C8 -3.7758 0.4757 -2.3613
C9 -4.3166 -4.2675 -1.1971
H1 -3.6975 -3.4395 -4.5672
H2 -5.1129 -4.3067 -3.8397
H3 -3.4638 -4.9720 -3.7897
H4 -1.8271 -4.4402 -1.9736
H5 -1.7832 -3.4353 -3.3408
H6 -0.6706 -2.5275 -1.3024
H7 -2.0967 -2.8039 -0.3107
H8 -1.6302 -0.8181 -2.6078
H9 -1.5642 -0.4038 -0.9210
H10 -3.4075 0.0846 0.3916
H11 -5.0542 -0.5333 -0.1084
H12 -3.7246 -1.4476 0.5005
H13 -4.8016 0.7982 -2.1829
H14 -3.2242 1.3079 -1.9238
H15 -3.5890 0.5634 -3.4315
H16 -4.1027 -5.3187 -1.3903
H17 -5.3988 -4.3410 -1.3047
H18 -4.0177 -3.9052 -0.2134
H19 -5.7134 -1.2525 -3.3144
C10 0.3931 1.6861 0.1849
C11 0.2563 0.1931 0.6588
C12 1.6333 -0.1348 1.3503
C13 1.7233 0.2053 2.7654
C14 0.5611 -0.1961 3.6634
C15 -0.7707 0.2188 3.0674
N2 -0.8043 -0.0113 1.6041
O2 -2.1680 0.2070 1.0851
C16 -1.8547 -0.6217 3.8524
C17 -0.9602 1.7680 3.5304
C18 0.1398 -0.6579 -0.5696
H20 0.3169 2.3576 1.0402
H21 -0.3506 1.8655 -0.5915
H22 1.3789 1.8189 -0.2609
H23 1.6245 -1.2210 1.2602
H24 2.4741 0.3917 0.8987
H25 1.8200 1.2896 2.7103
H26 2.6049 -0.2541 3.2125
H27 0.7487 0.2896 4.6210
H28 0.6843 -1.2366 3.9640
H29 -1.7698 -0.6813 4.9375
H30 -2.7985 -0.1084 3.6686
H31 -1.8904 -1.6492 3.4904
H32 -0.9239 1.7721 4.6198
H33 -0.2820 2.4405 3.0051
H34 -1.8924 2.0889 3.0655
H35 -0.0564 -1.6506 -0.1644
H36 1.0582 -0.8956 -1.1063
H37 -0.7352 -0.3843 -1.1592
H38 -2.4502 -0.6375 0.7263
C19 2.4350 -1.2176 -6.7299
C20 1.5689 -1.3073 -5.4981
C21 2.1518 -2.4624 -4.7285
C22 1.7190 -2.7061 -3.2327
C23 2.1537 -1.3974 -2.5918
C24 1.4938 -0.0819 -3.2182
N3 1.6490 -0.0847 -4.6735
O3 1.0809 1.0201 -5.3100
C25 0.0018 0.0114 -2.7655
C26 2.3258 1.0950 -2.6690
C27 0.1065 -1.7452 -5.8910
H39 2.3332 -2.1296 -7.3181
H40 3.4661 -1.1328 -6.3869
H41 2.2023 -0.3347 -7.3253
H42 1.8860 -3.3631 -5.2818
H43 3.2318 -2.5520 -4.6118
H44 2.1981 -3.5393 -2.7185
H45 0.6534 -2.9203 -3.1498
H46 3.2209 -1.4477 -2.3758
H47 1.7126 -1.6221 -1.6207
H48 -0.5936 0.8418 -3.1448
H49 -0.4797 -0.9244 -3.0495
H50 0.0912 -0.0575 -1.6814
H51 2.6128 1.1018 -1.6175
H52 3.2842 1.0666 -3.1875
H53 1.7778 2.0111 -2.8892
H54 -0.4643 -0.8397 -6.0973
H55 -0.4540 -2.2882 -5.1300
H56 0.0501 -2.4652 -6.7073
H57 1.9165 1.4896 -5.3649
C28 -1.3758 -2.9435 4.9193
O4 -2.4440 -2.0880 5.1827
H58 -1.0386 -3.5262 5.7766
H59 -1.4977 -3.5994 4.0574
H60 -0.5454 -2.2779 4.6838
H61 -3.1798 -2.6335 5.4700
C29 3.6923 4.7992 1.1993
C30 2.9614 3.4753 1.1422
C31 3.5788 2.5814 2.2691
O5 4.7929 1.9255 1.8048
C32 5.2279 0.7531 2.4506
N4 1.5770 3.7684 1.1067
H62 3.6461 5.1566 0.1706
H63 4.7413 4.6692 1.4654
H64 3.1934 5.5531 1.8083
H65 3.2016 3.1003 0.1473
H66 2.9803 1.6914 2.4637
H67 3.7678 3.0514 3.2342
H68 6.1070 0.2339 2.0688
H69 4.3912 0.0572 2.3895
H70 5.5043 1.0624 3.4586
H71 1.3091 4.1153 2.0167
H72 1.1366 2.8660 1.2151
C33 4.8976 -1.4995 3.2987
C34 3.7680 -1.2725 2.4476
C35 4.2713 -0.9498 1.0015
O6 3.0837 -0.5287 0.3936
C36 3.2737 -0.7274 -1.0667
N5 2.9907 -2.4850 2.3548
H73 5.6191 -0.7137 3.0748
H74 5.2819 -2.5073 3.1411
H75 4.4935 -1.2989 4.2910
H76 3.1056 -0.4619 2.7513
H77 4.7939 -1.8589 0.7039
H78 5.0325 -0.1698 0.9791
H79 4.2089 -0.3118 -1.4419
H80 2.4224 -0.2044 -1.5024
H81 3.1898 -1.7927 -1.2816
H82 3.4210 -3.1022 1.6810
H83 2.0506 -2.2429 2.0759
C37 -3.0857 5.1871 4.5461
C38 -3.2044 5.2759 2.9685
C39 -3.3303 3.9161 2.3239
O7 -3.1101 3.8464 0.9229
C40 -3.3131 2.6013 0.4825
N6 -4.1218 6.2429 2.5448
H84 -2.7635 6.0674 5.1023
H85 -2.3715 4.4093 4.8165
H86 -4.0593 4.9161 4.9544
H87 -2.2012 5.5466 2.6393
H88 -4.3622 3.5881 2.4490
H89 -2.7148 3.1758 2.8351
H90 -4.3874 2.4187 0.4543
H91 -2.7895 1.8471 1.0699
H92 -3.0211 2.6779 -0.5649
H93 -4.1181 6.0318 1.5571
H94 -3.5290 7.0592 2.5929

=====

[2]
The following is a DFT calculation (ωB97M-V/def2-TZVPD) of 10 unconnected molecules or ions with the total composition C40H94O17.

Summary:
SMILES   C1CCOC1.C1CCOC1.C1CCOC1.COCCOC.COCCOC.COCCOC.COCCOC.COCCOC.COCCOC.COCCOC
Total charge   0
Calculated total energy   -2859.15451 hartree
2S+1   1

Cartesian coordinates (Å):
C1 3.0103 -3.6766 4.7504
C2 4.4220 -3.6986 4.2036
C3 4.1547 -3.8250 2.7133
O1 3.0548 -2.9479 2.5070
C4 2.1883 -2.9620 3.6341
H1 2.9409 -3.2574 5.7551
H2 2.7066 -4.7202 4.8804
H3 4.9964 -4.4966 4.6819
H4 4.9913 -2.7980 4.4461
H5 3.8121 -4.8297 2.4335
H6 5.0319 -3.5640 2.1252
H7 1.2776 -3.5576 3.5453
H8 1.9549 -1.9644 4.0032
C5 -0.1450 0.0030 -0.4329
C6 0.0534 -0.7237 0.8942
C7 -0.0355 0.4645 1.8833
O2 0.4606 1.6067 1.1732
C8 0.6373 1.2907 -0.1937
H9 -1.2093 0.2237 -0.5878
H10 0.1387 -0.4997 -1.3566
H11 1.0574 -1.1477 0.9077
H12 -0.7541 -1.4450 1.0171
H13 0.6864 0.2062 2.6621
H14 -1.0329 0.7145 2.2411
H15 1.7080 1.0920 -0.3506
H16 0.3519 2.0398 -0.9346
C9 -2.2160 -4.3748 -2.2578
C10 -1.2932 -4.4046 -3.4940
C11 -0.9617 -2.9436 -3.7336
O3 -1.0866 -2.3052 -2.4887
C12 -2.0681 -2.9367 -1.6981
H17 -1.7662 -5.0548 -1.5345
H18 -3.2347 -4.6738 -2.4872
H19 -1.7778 -4.9137 -4.3276
H20 -0.3855 -4.9737 -3.2845
H21 -1.7223 -2.4717 -4.3857
H22 -0.0452 -2.7342 -4.2858
H23 -3.0217 -2.4013 -1.7924
H24 -1.7901 -2.9461 -0.6451
C13 -5.5958 -0.1842 -2.3174
O4 -5.2365 -0.5399 -1.0027
C14 -4.1331 0.2058 -0.5625
C15 -3.9941 0.0037 0.9248
O5 -4.9806 0.6981 1.6496
C16 -5.0823 0.2361 2.9789
H25 -6.4719 -0.7606 -2.6077
H26 -4.7734 -0.3842 -3.0141
H27 -5.8662 0.8726 -2.4230
H28 -4.1747 1.2800 -0.7858
H29 -3.1852 -0.0978 -1.0277
H30 -2.9966 0.2880 1.2887
H31 -4.0584 -1.0723 1.1434
H32 -5.7272 0.9165 3.5317
H33 -4.1262 0.2490 3.5107
H34 -5.5211 -0.7653 2.9720
C17 0.6741 6.6339 -0.1659
O6 -0.2912 5.7123 0.2245
C18 -0.7449 4.8994 -0.8382
C19 -1.8957 4.0820 -0.3290
O7 -2.9812 4.9221 -0.0253
C20 -4.1164 4.1790 0.3333
H35 0.9123 7.3889 0.5864
H36 0.3263 7.2362 -1.0176
H37 1.6313 6.1595 -0.4181
H38 0.1038 4.2895 -1.1774
H39 -0.9684 5.5027 -1.7282
H40 -1.5508 3.5103 0.5416
H41 -2.2249 3.3167 -1.0425
H42 -4.5306 3.6872 -0.5604
H43 -4.8824 4.7992 0.7886
H44 -3.9069 3.3413 1.0130
C21 4.0355 0.0271 2.9803
O8 4.8663 1.1630 3.1238
C22 4.1953 2.3757 2.8883
C23 3.1429 2.7121 3.9357
O9 3.7635 2.5601 5.2052
C24 2.8833 2.8677 6.2583
H45 4.6793 -0.8480 2.9654
H46 3.5090 0.0391 2.0174
H47 3.3296 -0.0002 3.8158
H48 3.7562 2.3698 1.8812
H49 4.9522 3.1611 2.8645
H50 2.3118 1.9985 3.9000
H51 2.8520 3.7614 3.8377
H52 2.1101 2.0974 6.3704
H53 2.3550 3.8104 6.0737
H54 3.4562 2.9395 7.1786
C25 0.5461 -4.7204 0.6008
O10 0.2415 -5.7313 -0.3457
C26 1.0396 -6.8929 -0.2929
C27 2.5487 -6.6815 -0.1733
O11 3.0883 -5.8197 -1.1469
C28 3.1101 -6.3883 -2.4268
H55 0.2294 -4.9879 1.6147
H56 -0.0232 -3.8594 0.2531
H57 1.6097 -4.4743 0.5647
H58 0.7437 -7.4547 -1.1770
H59 0.7773 -7.5106 0.5809
H60 2.9356 -7.7042 -0.2940
H61 2.8091 -6.3661 0.8345
H62 3.5669 -5.6680 -3.1002
H63 2.1117 -6.6596 -2.7858
H64 3.6802 -7.3220 -2.5304
C29 0.2074 2.8205 -4.2858
O12 -0.2234 1.7126 -3.5319
C30 -1.6413 1.6724 -3.3754
C31 -2.3746 1.0926 -4.5740
O13 -2.2845 2.0005 -5.6613
C32 -2.9223 1.5198 -6.8153
H65 -0.0010 3.8146 -3.8760
H66 -0.0748 2.7478 -5.3358
H67 1.3027 2.8066 -4.3332
H68 -2.0511 2.6236 -3.0361
H69 -1.7223 0.9002 -2.6041
H70 -3.4304 0.9261 -4.3222
H71 -1.9248 0.1404 -4.8785
H72 -2.4762 0.6016 -7.2118
H73 -2.8973 2.3084 -7.5644
H74 -3.9833 1.2998 -6.6343
C33 1.0082 -0.5678 -5.9542
O14 2.3864 -0.8080 -5.7596
C34 2.9834 0.0842 -4.8362
C35 2.6460 -0.2725 -3.3817
O15 3.1958 -1.5356 -3.1198
C36 2.5022 -2.2835 -2.1637
H75 0.6295 -1.2649 -6.7004
H76 0.8422 0.4500 -6.3330
H77 0.4073 -0.6583 -5.0444
H78 2.7351 1.1227 -5.0738
H79 4.0736 0.0148 -4.8587
H80 1.5482 -0.3094 -3.3670
H81 2.9940 0.4972 -2.6840
H82 1.4525 -2.4696 -2.4103
H83 2.6224 -1.8999 -1.1398
H84 2.9687 -3.2713 -2.0868
C37 -1.3098 1.6967 5.0269
O16 -2.2982 2.1167 4.0959
C38 -2.6165 3.4949 4.1879
C39 -1.5736 4.4006 3.5527
O17 -0.5170 4.6573 4.4386
C40 0.4565 5.4873 3.8682
H85 -0.3367 1.9655 4.6141
H86 -1.4745 0.6402 5.2298
H87 -1.3952 2.1866 6.0039
H88 -2.8592 3.7651 5.2194
H89 -3.5405 3.6087 3.6178
H90 -2.0963 5.2754 3.1386
H91 -1.1530 3.9356 2.6488
H92 1.0118 4.9509 3.0904
H93 1.1900 5.7671 4.6286
H94 0.0807 6.4433 3.4899

=====

Which value of total charge does entry 2 give?
0